No. 1
Entry from OMol25: C11H34AgF2N5O10S2 as an isolated structure (ωB97M-V/def2-TZVPD).

Geometry (Å):
Ag  -3.10481  -0.64512  0.17806
N  -0.97471  -0.26910  -0.33416
S  0.14984  -1.30131  -0.87279
O  1.22973  -1.55000  -0.00255
O  0.34119  -1.22591  -2.27222
F  -0.72800  -2.60876  -0.75152
S  -0.14633  1.22320  -0.74909
O  -0.35083  1.54804  -2.09451
O  1.11854  1.39342  -0.14994
F  -1.11334  2.10326  0.06969
C  0.24048  2.81715  3.59570
C  -0.92465  1.95641  4.10426
O  -1.22412  2.24580  5.47031
H  0.35998  2.56903  2.53264
H  1.16803  2.53260  4.08435
H  0.02173  3.88319  3.64386
H  -0.52725  0.94361  4.15987
H  -1.79353  2.12420  3.46455
H  -1.11662  3.18678  5.63656
C  1.40267  -5.03971  0.18165
C  1.86881  -6.44900  0.40589
O  1.83963  -6.70428  1.81098
H  1.73880  -4.69811  -0.80420
H  1.83102  -4.31228  0.87503
H  0.32162  -4.89443  0.21521
H  2.89285  -6.58474  0.04871
H  1.21135  -7.13055  -0.14293
H  1.93384  -7.64400  1.98889
C  4.66902  -2.01891  0.38534
C  5.44130  -1.40702  -0.77011
O  6.22600  -0.29867  -0.34587
H  4.22769  -1.20478  0.97331
H  5.28459  -2.60733  1.06186
H  3.78331  -2.53962  0.01763
H  4.70763  -0.95822  -1.44583
H  6.05143  -2.17204  -1.25076
H  7.16291  -0.43183  -0.49965
C  -2.09499  -3.16293  2.19983
O  -2.08519  -2.01236  1.71388
N  -2.93189  -4.14128  1.76703
N  -1.29437  -3.45989  3.25909
H  -3.51016  -3.95956  0.96906
H  -2.78261  -5.08760  2.06849
H  -1.06800  -4.42679  3.41645
H  -0.66507  -2.72427  3.52836
C  -4.12771  1.49511  -2.35251
O  -3.63726  0.84174  -1.42250
N  -5.46965  1.46642  -2.64162
N  -3.37056  2.17339  -3.26259
H  -6.10509  1.28271  -1.88596
H  -5.81501  2.00454  -3.41792
H  -3.78475  2.42753  -4.14158
H  -2.38310  1.99740  -3.16610
C  -0.58675  5.19813  -3.78959
C  -0.82647  4.89536  -2.31679
C  0.43569  4.78163  -1.50868
O  -1.56008  6.04978  -1.82359
H  0.21982  5.92184  -3.91499
H  -1.47917  5.63646  -4.22894
H  -0.27485  4.29677  -4.32978
H  -1.41612  3.98848  -2.20090
H  1.22826  5.51319  -1.67624
H  0.95023  3.82113  -1.60095
H  0.19131  4.83791  -0.44078
H  -0.97618  6.51418  -1.21838

## Properties
gap between HOMO and LUMO (spin up / spin down): 8.323 / 3.692 eV
<S²>: 0.76
multiplicity: 2
total charge: +1

***

No. 2
Entry from OMol25: C11H34B4N4O6 as an isolated structure (ωB97M-V/def2-TZVPD).

Geometry (Å):
N  4.61424  0.25561  -0.24495
C  4.67616  1.68924  0.06084
C  4.14767  2.57721  -1.07002
C  2.97968  1.97231  -1.87595
B  1.59627  2.37014  -1.29882
O  1.26703  3.72716  -1.16824
B  0.66720  4.07408  0.01191
O  0.17981  3.03889  0.78633
B  -0.30529  2.05020  -0.07454
B  -1.98818  1.77153  -0.21818
N  -2.61420  0.46649  -0.26319
O  -2.75996  2.91158  -0.38652
O  0.65589  1.45968  -0.86393
H  4.90846  -0.27250  0.56698
H  5.27100  0.02444  -0.98236
H  4.07876  1.85012  0.95875
H  5.69672  2.00625  0.29416
H  3.80781  3.50426  -0.60587
H  4.95733  2.86718  -1.73783
H  3.02957  2.38183  -2.88888
H  3.07867  0.89552  -1.96671
H  0.55577  5.20188  0.36431
H  -2.78698  0.08805  0.66221
H  -3.51381  0.56025  -0.73134
H  -2.73738  3.48052  0.38422
C  -3.28741  -4.23496  -2.92998
C  -3.30481  -2.77064  -2.50053
C  -4.18611  -1.87369  -3.37774
O  -3.64840  -1.54860  -4.64308
C  -3.79167  -2.53899  -5.63996
N  -1.92951  -2.28497  -2.39399
H  -2.62895  -4.39394  -3.78384
H  -2.91229  -4.85464  -2.11656
H  -4.28603  -4.58802  -3.19574
H  -3.74171  -2.72994  -1.49696
H  -4.30276  -0.91427  -2.86670
H  -5.18943  -2.30782  -3.49755
H  -4.74236  -3.07207  -5.53645
H  -2.97254  -3.26217  -5.62138
H  -3.77751  -2.03232  -6.60434
H  -1.93996  -1.35562  -1.97867
H  -1.57381  -2.14760  -3.33636
C  1.43891  -1.76486  3.85245
C  1.23656  -0.38508  3.23496
C  1.68675  0.77986  4.12237
O  0.82759  1.07853  5.20410
C  0.96996  0.25390  6.34284
N  -0.15890  -0.25295  2.80767
H  0.66321  -1.99712  4.58221
H  1.38931  -2.52807  3.07718
H  2.40914  -1.84195  4.34691
H  1.85718  -0.33552  2.33391
H  1.69568  1.68483  3.50891
H  2.71020  0.61731  4.48967
H  2.01529  -0.03177  6.49776
H  0.35908  -0.64975  6.27557
H  0.63326  0.82988  7.20399
H  -0.25163  0.61476  2.28847
H  -0.72860  -0.11365  3.63850

## Properties
gap between HOMO and LUMO: 9.224 eV
total charge: 0

***

No. 3
Entry from OMol25: C11H34BInN6O4P as an isolated structure (ωB97M-V/def2-TZVPD).

Geometry (Å):
C  -1.81662  -3.63762  0.05698
P  -2.35580  -2.11259  1.01383
C  -1.30197  -0.79546  0.20482
In  -4.70311  -1.65833  0.10334
N  -5.90613  -0.60009  1.56477
N  -4.53297  -0.38248  -1.60671
B  -5.70275  -3.70098  -0.29177
N  -6.16951  -4.13844  -1.64156
O  -5.82382  -4.64276  0.71938
H  -2.65514  -4.12922  -0.44305
H  -1.37742  -4.37334  0.73129
H  -1.08520  -3.35158  -0.70053
H  -0.29123  -1.16519  0.08753
H  -1.71067  -0.49006  -0.75907
H  -1.31665  0.07661  0.86147
H  -6.86873  -0.81015  1.30906
H  -5.80803  0.39956  1.39439
H  -4.20153  -0.83628  -2.44863
H  -5.36636  0.15175  -1.81946
H  -6.59259  -3.30201  -2.04027
H  -5.33809  -4.25089  -2.22530
H  -6.07555  -4.19969  1.53033
C  -0.62115  4.09299  3.74861
C  -1.08488  2.67426  3.47943
O  -0.29237  1.75472  3.39947
N  -2.42317  2.48348  3.33775
C  -3.47524  3.47406  3.41690
H  0.46091  4.08099  3.83757
H  -0.90201  4.75706  2.92995
H  -1.04962  4.47499  4.67651
H  -2.69947  1.52749  3.15978
H  -4.17340  3.22408  4.21828
H  -4.03354  3.50888  2.47960
H  -3.06176  4.45843  3.61142
C  1.95434  -2.68849  -3.76457
C  1.90295  -1.90673  -2.46842
O  0.87833  -1.81211  -1.81950
N  3.05391  -1.31026  -2.05376
C  4.34942  -1.32009  -2.69225
H  0.96545  -3.09629  -3.95011
H  2.23448  -2.04326  -4.59884
H  2.66967  -3.50966  -3.69643
H  2.96598  -0.79582  -1.18859
H  5.09322  -1.75711  -2.02181
H  4.65652  -0.29654  -2.91761
H  4.33102  -1.89498  -3.61320
C  5.65067  2.74048  -1.63762
C  5.38875  1.85601  -0.44000
O  4.45663  1.07370  -0.40811
N  6.23584  1.96528  0.61962
C  7.38515  2.83344  0.76494
H  4.88933  2.53341  -2.38342
H  5.59641  3.79428  -1.36214
H  6.63322  2.53624  -2.06564
H  5.99943  1.35255  1.38458
H  8.29085  2.24526  0.92519
H  7.25361  3.50154  1.61812
H  7.52032  3.43696  -0.12657

## Properties
gap between HOMO and LUMO: 4.697 eV
total charge: -1

***

No. 4
Entry from OMol25: C11H34BrCuN8O5 as an isolated structure (ωB97M-V/def2-TZVPD).

Geometry (Å):
Cu  -0.37084  -0.69622  -3.45128
Br  -0.18396  0.51524  -1.03795
C  3.61737  1.35814  0.78660
O  4.80268  1.47595  1.00498
N  2.92230  2.41847  0.37398
N  2.87614  0.28391  0.99046
H  1.94040  2.23444  0.52268
H  3.31848  3.31384  0.12608
H  1.88380  0.28552  0.80243
H  3.29957  -0.48281  1.49340
C  2.77145  1.43672  -3.70695
O  1.86923  0.59582  -3.83609
N  3.51986  2.07410  -4.60885
N  3.06133  1.89672  -2.58472
H  3.99176  2.87005  -4.20403
H  3.58717  1.75627  -5.56518
H  2.52329  1.39997  -1.88912
H  3.66216  2.69678  -2.44688
C  0.72003  2.05042  3.28228
O  0.21431  1.16935  3.97044
N  1.58346  2.91812  3.67715
N  0.36586  2.35536  2.11188
H  1.95804  2.71282  4.59238
H  1.86747  3.82754  3.34193
H  0.85280  3.23034  1.98002
H  -0.29757  1.86387  1.53016
C  0.43454  -4.75006  -2.85736
C  0.04439  -3.58254  -1.92359
C  0.45169  -3.92147  -0.44907
O  1.68001  -4.77571  -0.38723
C  2.06331  -5.31379  0.87386
N  0.71400  -2.36232  -2.37627
H  1.48035  -5.00485  -2.68573
H  0.35109  -4.37613  -3.87780
H  -0.21488  -5.61535  -2.72455
H  -1.04463  -3.54449  -1.94970
H  -0.36410  -4.43071  0.06403
H  0.68073  -3.00772  0.09930
H  1.46729  -6.16615  1.19997
H  2.15423  -4.42932  1.50437
H  3.05603  -5.74680  0.75098
H  1.51463  -2.65532  -2.91779
H  0.91058  -1.96034  -1.47080
C  -3.00811  2.49310  2.31188
C  -3.56008  1.15151  2.01831
C  -4.44661  1.16619  0.79329
O  -5.60421  2.06063  0.96289
C  -6.70052  1.73197  0.12576
N  -2.46248  0.18823  1.84414
H  -2.26008  2.49977  3.10467
H  -3.64117  3.23604  2.79703
H  -2.55425  3.09157  1.52197
H  -4.22743  0.84113  2.82230
H  -4.83485  0.17538  0.55738
H  -4.00327  1.51432  -0.13965
H  -6.28164  2.05242  -0.82815
H  -7.53119  2.41789  0.29190
H  -6.93500  0.67097  0.21173
H  -1.73527  0.45979  2.49030
H  -1.94947  0.33138  0.98599

## Properties
gap between HOMO and LUMO (spin up / spin down): 7.734 / 3.785 eV
<S²>: 0.76
multiplicity: 2
total charge: +1

***

| no. | molar mass (g/mol) | strongest force on any atom (hartree/bohr) |
| --- | --- | --- |
| 1 | 606.4 | 0.1093 |
| 2 | 361.7 | 0.0236 |
| 3 | 471.0 | 0.0171 |
| 4 | 501.9 | 0.1377 |